(1)
C27H44BaN3O4P | ωB97M-V/def2-TZVPD

```
80
C27H44BaN3O4P, DFT ωB97M-V/def2-TZVPD
Ba -0.027 -0.483 -0.367
C 2.457 -1.812 -2.731
N 1.447 -2.528 -1.958
C 2.072 -3.412 -0.980
C 0.517 -3.222 -2.845
C -0.688 -3.816 -2.130
N -1.529 -2.811 -1.479
C -2.279 -3.393 -0.366
C -2.432 -2.169 -2.431
H 3.090 -2.487 -3.324
H 3.106 -1.251 -2.056
H 1.975 -1.104 -3.405
H 2.771 -2.839 -0.369
H 2.627 -4.236 -1.453
H 1.328 -3.837 -0.308
H 1.025 -4.031 -3.395
H 0.182 -2.501 -3.595
H -1.268 -4.401 -2.859
H -0.352 -4.523 -1.371
H -2.913 -2.633 0.092
H -1.587 -3.748 0.398
H -2.916 -4.228 -0.690
H -2.987 -1.368 -1.939
H -3.156 -2.882 -2.850
H -1.870 -1.728 -3.255
C 1.618 -2.449 5.191
C 0.961 -2.919 3.899
C 1.714 -4.105 3.313
C -0.503 -3.280 4.129
O 1.084 -1.882 2.897
P 0.142 -0.566 2.863
O -0.092 0.024 4.190
O -0.998 -0.871 1.922
O 1.132 0.337 1.915
C 1.827 1.568 2.264
C 2.653 1.898 1.030
C 2.718 1.326 3.474
C 0.792 2.652 2.531
H 1.588 -3.245 5.937
H 1.097 -1.574 5.576
H 2.660 -2.185 5.003
H 1.718 -4.938 4.017
H 2.746 -3.823 3.096
H 1.238 -4.433 2.387
H -0.571 -4.120 4.822
H -0.979 -3.560 3.188
H -1.045 -2.434 4.553
H 3.373 1.102 0.831
H 3.203 2.827 1.186
H 2.009 2.040 0.155
H 3.401 0.498 3.273
H 2.111 1.081 4.344
H 3.307 2.219 3.687
H 0.193 2.830 1.634
H 1.288 3.587 2.797
H 0.141 2.351 3.350
N -0.196 1.639 -1.806
C -0.854 2.692 -2.000
C -0.260 3.930 -2.634
C 0.882 3.807 -3.422
C 1.481 4.922 -3.982
C 0.954 6.188 -3.752
C -0.177 6.325 -2.962
C -0.784 5.202 -2.413
C -2.322 2.758 -1.632
C -2.745 2.294 -0.388
C -4.093 2.223 -0.071
C -5.047 2.608 -1.005
C -4.638 3.079 -2.245
C -3.285 3.167 -2.550
H 1.285 2.813 -3.568
H 2.364 4.809 -4.600
H 1.423 7.062 -4.187
H -0.590 7.308 -2.771
H -1.667 5.316 -1.797
H -2.004 2.000 0.348
H -4.397 1.874 0.908
H -6.101 2.549 -0.765
H -5.375 3.382 -2.979
H -2.974 3.543 -3.517
```

Output
E_tot	-1887.49728	hartree
energy relative to the best compared isomer or geometry (same formula, charge and spin)	0.000	eV
HOMO-LUMO gap	6.77	eV
2S+1	1
HOMO energy	-6.72	eV

Results of the Mulliken charge analysis, in e, for atoms 1 through 8: number 1, Ba, carries 1.381; number 2, C, carries -1.167; number 3, N, carries 0.960; number 4, C, carries -1.155; number 5, C, carries -0.998; number 6, C, carries -1.267; number 7, N, carries 0.883; number 8, C, carries -1.166

(2)
C27H61O14P3 | ωB97M-V/def2-TZVPD

```
105
C27H61O14P3, DFT ωB97M-V/def2-TZVPD
C -6.029 -0.659 6.118
C -5.280 0.778 6.179
O -4.352 0.961 5.068
P -4.307 2.627 4.615
O -3.879 3.384 5.900
C -3.006 2.957 3.269
C -1.546 3.242 3.931
C -0.401 2.493 3.041
C 0.796 3.473 2.648
O 1.579 3.979 3.759
C 1.692 3.058 4.831
O 1.036 3.268 5.878
O 1.683 2.978 1.623
C 2.028 1.590 1.797
C 3.192 1.280 0.701
C 2.405 1.199 -0.722
C 3.964 -0.098 0.976
C 3.027 -1.310 1.465
C 4.656 -0.568 -0.422
O -5.868 3.176 4.186
C -6.339 2.483 2.973
C -7.256 3.515 2.148
H -5.843 -1.177 7.118
H -5.653 -1.320 5.263
H -7.164 -0.520 6.001
H -4.741 0.831 7.185
H -6.113 1.564 6.161
H -3.005 2.086 2.535
H -3.382 3.873 2.675
H -1.500 2.881 5.015
H -1.405 4.382 3.845
H -0.936 2.234 2.049
H -0.097 1.497 3.497
H 0.293 4.403 2.183
H 2.399 2.156 4.821
H 1.182 0.855 1.536
H 2.415 1.308 2.832
H 3.889 2.190 0.656
H 3.084 1.377 -1.617
H 1.555 1.976 -0.761
H 1.871 0.177 -0.801
H 4.827 0.028 1.719
H 3.311 -2.224 0.818
H 3.329 -1.569 2.532
H 1.911 -1.137 1.318
H 5.458 -1.370 -0.243
H 5.168 0.305 -0.966
H 3.891 -1.056 -1.132
H -6.954 1.548 3.250
H -5.467 2.097 2.332
H -6.740 4.530 1.980
H -8.181 3.723 2.795
H -7.596 3.077 1.146
C 7.091 -4.319 -4.630
C 7.375 -3.785 -3.239
O 8.423 -2.825 -3.254
P 8.107 -1.338 -3.917
O 7.312 -0.774 -2.734
O 9.523 -0.593 -3.464
C 9.535 0.583 -2.663
C 9.781 0.221 -1.211
O 8.902 -1.887 -5.330
C 10.093 -1.300 -5.847
C 11.321 -1.988 -5.274
H 6.684 -3.533 -5.274
H 6.367 -5.136 -4.590
H 8.008 -4.681 -5.102
H 6.474 -3.351 -2.795
H 7.701 -4.606 -2.595
H 8.619 1.165 -2.790
H 10.355 1.213 -3.021
H 9.059 -0.514 -0.848
H 9.728 1.106 -0.573
H 10.770 -0.233 -1.098
H 10.108 -0.220 -5.687
H 10.081 -1.450 -6.930
H 11.335 -1.989 -4.184
H 12.233 -1.502 -5.629
H 11.342 -3.037 -5.581
C -4.963 -1.127 -4.454
C -5.821 -0.050 -3.818
O -6.734 -0.601 -2.878
P -6.128 -1.168 -1.443
O -5.925 0.198 -0.775
O -7.578 -1.450 -0.679
C -7.911 -0.831 0.557
C -8.786 0.383 0.310
O -6.227 -2.740 -2.111
C -7.052 -3.775 -1.583
C -8.422 -3.755 -2.239
H -4.297 -1.582 -3.714
H -4.347 -0.708 -5.254
H -5.583 -1.927 -4.866
H -5.201 0.711 -3.337
H -6.415 0.444 -4.591
H -7.019 -0.582 1.135
H -8.471 -1.562 1.148
H -8.321 1.085 -0.387
H -8.996 0.909 1.245
H -9.734 0.080 -0.143
H -7.111 -3.721 -0.494
H -6.565 -4.726 -1.819
H -8.918 -2.788 -2.154
H -9.071 -4.514 -1.796
H -8.330 -3.958 -3.310
```

Output
structure (SMILES)	CCOP(=O)(CCC[C@@H](OC=O)OC[C@H](C)C(C)C)OCC.CCOP(=O)(OCC)OCC.CCOP(=O)(OCC)OCC
E_tot	-3142.62624	hartree
HOMO-LUMO gap	8.05	eV
2S+1	1
HOMO energy	-9.75	eV

Results of the Mulliken charge analysis, in e, for atoms 1 through 8: number 1, C, carries -0.971; number 2, C, carries -0.213; number 3, O, carries -0.376; number 4, P, carries 1.016; number 5, O, carries -0.786; number 6, C, carries -0.747; number 7, C, carries -0.383; number 8, C, carries -0.594

(3)
C19H34B2BrCl3Cs2F5IKN4O7S2 | ωB97M-V/def2-TZVPD

```
81
C19H34B2BrCl3Cs2F5IKN4O7S2, DFT ωB97M-V/def2-TZVPD
C 1.574 0.751 4.118
C 2.020 -0.479 3.086
N 2.981 0.127 2.097
C 2.585 -0.005 0.690
B 4.069 0.010 -0.050
N 4.560 1.104 -0.957
O 4.942 -1.132 0.166
C 1.999 -1.376 0.121
S 2.305 -3.089 0.737
N 1.203 -1.150 -0.959
C 1.142 0.312 -1.302
O -0.281 0.670 -1.510
Cl 1.980 0.779 -2.872
C 1.530 1.069 0.079
I -0.462 1.189 1.076
C 1.938 2.658 0.047
C 1.505 3.707 -1.118
C 1.977 5.146 -0.913
N 2.726 5.742 0.119
C 3.170 4.874 1.144
C 2.802 3.387 1.137
H 1.958 0.574 5.201
H 0.422 0.813 4.151
H 1.919 1.801 3.702
H 1.045 -0.869 2.657
H 2.539 -1.272 3.752
H 3.973 -0.121 2.270
H 4.815 0.733 -1.897
H 5.356 1.622 -0.558
H 5.367 -1.349 -0.690
H 3.331 -3.533 -0.117
H 0.716 -1.922 -1.454
H -0.734 -0.061 -2.026
H 0.871 3.369 -2.040
H 1.652 5.870 -1.747
H 3.796 5.262 2.010
H 3.180 2.758 2.020
C -5.256 -1.659 0.731
C -4.489 -1.780 2.014
O -3.658 -0.619 2.013
C -4.280 0.299 1.206
O -3.955 1.448 1.105
O -5.319 -0.257 0.527
H -6.256 -2.087 0.799
H -4.732 -2.116 -0.113
H -5.135 -1.749 2.896
H -3.885 -2.688 2.049
C -7.435 -2.367 -2.962
S -7.296 -4.038 -2.295
O -6.551 -3.942 -1.002
C -6.139 -4.643 -3.542
H -8.090 -1.787 -2.312
H -6.451 -1.896 -2.996
H -7.866 -2.409 -3.964
H -5.235 -4.030 -3.541
H -6.613 -4.611 -4.524
H -5.878 -5.673 -3.299
F 6.819 -0.992 1.098
K 3.881 0.940 4.076
Cl -4.029 -0.958 -3.080
C -3.972 0.702 -3.716
C -5.179 1.519 -3.293
Cl -6.677 0.959 -4.072
H -3.885 0.645 -4.803
H -3.060 1.159 -3.326
H -5.042 2.562 -3.586
H -5.327 1.488 -2.211
C 7.904 -2.251 -2.839
O 6.546 -2.545 -2.582
H 8.525 -3.059 -2.439
H 8.066 -2.171 -3.914
H 8.175 -1.310 -2.349
H 6.024 -1.817 -2.944
Br -2.878 1.048 3.596
Cs -1.805 1.762 -1.626
B 0.905 2.439 7.881
F 0.273 1.191 7.571
F 2.169 2.507 7.201
F 0.075 3.519 7.446
F 1.119 2.534 9.290
Cs 9.451 -1.250 -4.279
```

Output
E_tot	-7727.17622	hartree
HOMO-LUMO gap	2.70	eV
2S+1	1
charge	+1
HOMO energy	-7.96	eV

Results of the Mulliken charge analysis, in e, for atoms 1 through 8: number 1, C, carries -1.240; number 2, C, carries -0.154; number 3, N, carries -0.566; number 4, C, carries -0.254; number 5, B, carries 0.648; number 6, N, carries -0.523; number 7, O, carries -0.575; number 8, C, carries -0.831

(4)
C6H12N2O | ωB97M-V/def2-TZVPD

```
21
C6H12N2O, DFT ωB97M-V/def2-TZVPD
C 2.808 -1.357 -0.456
C 1.508 -1.622 -0.352
N 0.272 -0.705 0.104
C -0.126 -0.727 1.505
C 0.188 0.446 -0.685
O 1.025 1.485 -0.291
C -1.453 0.948 -0.425
C -2.478 0.273 -0.957
N -1.605 2.072 0.368
H 3.194 -0.357 -0.279
H 3.526 -2.138 -0.700
H 1.177 -2.655 -0.466
H 0.191 0.183 2.026
H 0.307 -1.583 2.031
H -1.211 -0.835 1.589
H 0.279 0.277 -1.759
H 1.483 1.112 0.480
H -3.502 0.622 -0.860
H -2.329 -0.697 -1.419
H -0.781 2.672 0.319
H -2.472 2.584 0.228
```

Output
structure (SMILES)	C=CN(C)[C@H](O)C(=C)N
E_tot	-420.46748	hartree
energy relative to the best compared isomer or geometry (same formula, charge and spin)	3.168	eV
HOMO-LUMO gap	8.84	eV
2S+1	1
HOMO energy	-7.96	eV

Results of the Mulliken charge analysis, in e, for atoms 1 through 8: number 1, C, carries -0.619; number 2, C, carries -0.274; number 3, N, carries -0.047; number 4, C, carries -0.900; number 5, C, carries -0.069; number 6, O, carries -0.585; number 7, C, carries 0.457; number 8, C, carries -1.195

(5)
C38H27F3I2N5O9PbS | ωB97M-V/def2-TZVPD

```
86
C38H27F3I2N5O9PbS, DFT ωB97M-V/def2-TZVPD
Pb -0.544 -0.604 -1.002
I 4.594 4.318 2.639
C 3.001 3.348 1.706
C 1.712 3.844 1.832
C 0.659 3.179 1.235
I -1.263 3.934 1.479
C 0.834 1.978 0.505
O -0.193 1.369 -0.005
C 2.166 1.513 0.385
C 2.466 0.208 -0.294
N 1.742 0.029 -1.566
C 1.990 1.075 -2.556
C 0.751 1.778 -3.063
C 0.889 2.868 -3.915
C -0.242 3.427 -4.473
C -1.480 2.872 -4.182
C -1.529 1.799 -3.316
N -0.433 1.284 -2.750
C 3.221 2.197 0.972
H 1.521 4.743 2.402
H 3.545 0.147 -0.472
H 2.198 -0.641 0.340
H 1.989 -0.871 -1.959
H 2.671 1.818 -2.136
H 2.463 0.626 -3.430
H 1.877 3.251 -4.139
H -0.162 4.275 -5.141
H -2.394 3.258 -4.611
H -2.469 1.324 -3.073
H 4.226 1.803 0.865
O -7.688 -0.092 -1.100
C -6.943 0.889 -1.213
O -7.157 2.087 -1.465
C -5.416 0.560 -1.046
C -4.513 1.576 -0.766
C -3.171 1.274 -0.667
N -2.720 0.034 -0.861
C -3.588 -0.975 -1.086
C -4.941 -0.739 -1.175
C -3.003 -2.370 -1.168
O -3.722 -3.322 -1.366
O -1.716 -2.449 -0.970
H -4.877 2.587 -0.652
H -2.414 2.012 -0.439
H -5.619 -1.566 -1.335
C 2.170 2.488 6.340
C 1.389 1.622 5.390
C 0.085 1.228 5.682
C -0.652 0.466 4.790
C -0.086 0.099 3.577
C 1.218 0.457 3.283
C 1.950 1.214 4.184
S -1.121 -0.750 2.405
O -1.756 -1.818 3.131
O -1.961 0.249 1.809
N -0.135 -1.308 1.243
C 0.601 -2.458 1.498
C 0.846 -2.991 2.753
C 1.580 -4.176 2.929
C 2.085 -4.869 1.870
C 1.882 -4.362 0.570
C 2.366 -5.031 -0.575
C 2.157 -4.503 -1.813
C 1.470 -3.280 -1.911
N 1.009 -2.633 -0.867
C 1.169 -3.154 0.379
H 1.713 2.504 7.329
H 2.216 3.516 5.974
H 3.197 2.135 6.442
H -0.362 1.526 6.623
H -1.665 0.163 5.022
H 1.660 0.137 2.351
H 2.968 1.499 3.940
H 0.439 -2.518 3.630
H 1.723 -4.542 3.937
H 2.630 -5.796 2.000
H 2.898 -5.966 -0.446
H 2.501 -4.990 -2.714
H 1.318 -2.823 -2.881
F -2.099 -1.622 -5.603
C -0.774 -1.741 -5.516
F -0.236 -1.036 -6.525
F -0.459 -3.037 -5.716
C -0.205 -1.286 -4.146
O 0.998 -1.013 -4.118
O -1.045 -1.257 -3.214
```

Output
E_tot	-3901.41398	hartree
energy relative to the best compared isomer or geometry (same formula, charge and spin)	0.235	eV
HOMO-LUMO gap	5.83	eV
2S+1	1
charge	-1
HOMO energy	-5.49	eV

Results of the Mulliken charge analysis, in e, for atoms 1 through 8: number 1, Pb, carries 2.740; number 2, I, carries 0.059; number 3, C, carries -0.894; number 4, C, carries -0.189; number 5, C, carries 0.095; number 6, I, carries 0.011; number 7, C, carries -0.532; number 8, O, carries 0.869

(6)
C58H58N4OP2Re | ωB97M-V/def2-TZVPD

```
124
C58H58N4OP2Re, DFT ωB97M-V/def2-TZVPD
Re -0.433 -0.335 0.701
C 6.742 -0.849 1.517
C 6.009 0.407 1.038
C 6.301 1.575 2.002
C 6.495 0.766 -0.373
C 4.508 0.203 1.036
C 3.881 -0.837 1.730
C 2.513 -0.987 1.678
N 1.713 -0.152 0.994
C 2.291 0.911 0.381
C 3.658 1.098 0.372
C 1.313 1.868 -0.175
C 1.640 3.044 -0.802
C 0.673 4.031 -1.066
C -0.618 3.759 -0.596
C -0.921 2.539 -0.050
N 0.004 1.561 0.114
C 1.043 5.331 -1.737
C -0.198 6.097 -2.202
C 1.800 6.168 -0.681
C 1.959 5.065 -2.942
H 7.815 -0.696 1.413
H 6.477 -1.726 0.922
H 6.555 -1.063 2.570
H 7.377 1.747 2.038
H 5.964 1.352 3.015
H 5.827 2.501 1.672
H 7.580 0.859 -0.360
H 6.105 1.722 -0.725
H 6.240 -0.012 -1.096
H 4.454 -1.549 2.306
H 2.029 -1.804 2.200
H 4.078 1.953 -0.139
H 2.673 3.233 -1.057
H -1.412 4.486 -0.686
H -1.932 2.305 0.257
H -0.803 6.453 -1.367
H -0.824 5.497 -2.865
H 0.117 6.978 -2.759
H 1.180 6.366 0.195
H 2.070 7.126 -1.124
H 2.721 5.679 -0.357
H 1.476 4.420 -3.678
H 2.916 4.625 -2.658
H 2.183 6.013 -3.429
O -2.195 -3.012 0.958
C -3.481 -2.655 1.373
C -4.203 -3.495 2.203
C -5.505 -3.147 2.532
C -6.063 -1.980 2.026
C -5.302 -1.120 1.254
C -3.980 -1.440 0.929
P -2.924 -0.196 0.133
C -3.275 -0.234 -1.634
C -4.142 -1.195 -2.152
C -4.494 -1.158 -3.494
C -3.998 -0.158 -4.316
C -3.126 0.799 -3.806
C -2.751 0.753 -2.474
C -3.659 1.342 0.789
C -4.393 2.222 -0.004
C -4.948 3.365 0.562
C -4.771 3.636 1.910
C -4.047 2.756 2.707
C -3.494 1.617 2.151
C -2.203 -3.696 -0.272
C -3.113 -4.705 -0.563
C -2.990 -5.398 -1.753
C -1.962 -5.112 -2.649
C -1.059 -4.113 -2.358
C -1.200 -3.371 -1.175
P 0.110 -2.238 -0.747
C 1.400 -3.322 -0.118
C 1.085 -3.995 1.071
C 1.957 -4.939 1.586
C 3.135 -5.233 0.907
C 3.430 -4.597 -0.290
C 2.567 -3.641 -0.809
C 0.614 -1.321 -2.209
C -0.255 -1.216 -3.305
C 0.193 -0.646 -4.484
C 1.480 -0.138 -4.575
C 2.340 -0.205 -3.483
C 1.916 -0.801 -2.311
H -3.752 -4.413 2.560
H -6.089 -3.793 3.173
H -7.088 -1.726 2.257
H -5.732 -0.184 0.919
H -4.556 -1.966 -1.515
H -5.175 -1.900 -3.889
H -4.297 -0.117 -5.355
H -2.741 1.578 -4.450
H -2.071 1.507 -2.094
H -4.556 2.018 -1.054
H -5.534 4.035 -0.053
H -5.209 4.524 2.346
H -3.934 2.956 3.765
H -2.966 0.918 2.791
H -3.898 -4.959 0.133
H -3.694 -6.188 -1.979
H -1.866 -5.678 -3.565
H -0.250 -3.901 -3.047
H 0.146 -3.801 1.579
H 1.712 -5.467 2.497
H 3.807 -5.985 1.298
H 4.323 -4.867 -0.839
H 2.790 -3.196 -1.768
H -1.263 -1.614 -3.253
H -0.465 -0.608 -5.342
H 1.822 0.300 -5.504
H 3.351 0.169 -3.563
H 2.615 -0.907 -1.495
C 0.542 0.493 5.980
N -0.107 -0.062 4.781
C -1.175 -0.945 4.785
C -1.482 -1.219 3.499
N -0.589 -0.506 2.683
C 0.231 0.181 3.533
H -0.119 0.336 6.827
H 0.704 1.559 5.840
H 1.486 -0.020 6.151
H -1.620 -1.289 5.704
H -2.255 -1.851 3.098
H 1.025 0.844 3.231
```

Output
E_tot	-3298.95531	hartree
energy relative to the best compared isomer or geometry (same formula, charge and spin)	0.876	eV
HOMO-LUMO gap (alpha / beta)	5.97 / 5.86	eV
2S+1	2
charge	+4
HOMO energy (alpha / beta)	-18.31 / -18.31	eV

Results of the Mulliken charge analysis, in e, for atoms 1 through 8: number 1, Re, carries 1.138; number 2, C, carries -1.949; number 3, C, carries 1.653; number 4, C, carries -1.564; number 5, C, carries -1.565; number 6, C, carries -0.059; number 7, C, carries -0.887; number 8, C, carries -1.386

Question: Among the records above, which one has the highest E_tot?
Answer: C6H12N2O